(1)
{"formula": "CH2FNO3S", "method": "ωB97M-V/def2-TZVPD", "smiles": "NC(=O)S(=O)(=O)F", "orbital_gap_ev": 11.56, "energy_ev": -22253.628, "relative_energy_kj_mol": 68.9, "e_homo_ha": -0.4139, "spin_multiplicity": 1, "elements": ["N", "C", "O", "S", "O", "O", "F", "H", "H"], "coordinates": [[0.12, 0.23, 0.20], [0.60, 1.42, 0.00], [1.60, 2.01, 0.21], [-1.18, 2.20, -0.56], [-1.94, 1.11, -1.18], [-1.45, 3.52, -0.95], [-1.78, 2.05, 0.98], [0.64, -0.39, 0.74], [-0.92, 0.13, 0.06]], "nbo_charge": [-0.801, 0.597, -0.488, 2.112, -0.919, -0.846, -0.526, 0.415, 0.456]}



(2)
{"formula": "C30H37Cl2N5O2PRu", "method": "ωB97M-V/def2-TZVPD", "orbital_gap_ev": 6.11, "charge": 1, "energy_ev": -80167.785, "e_homo_ha": -0.3827, "spin_multiplicity": 1, "elements": ["Ru", "Cl", "C", "C", "C", "N", "C", "O", "C", "C", "C", "C", "C", "N", "C", "C", "C", "Cl", "N", "C", "O", "C", "C", "C", "C", "C", "N", "H", "H", "H", "H", "H", "H", "H", "H", "H", "H", "C", "C", "C", "C", "P", "N", "C", "C", "C", "C", "C", "C", "C", "C", "H", "H", "H", "H", "H", "H", "H", "H", "H", "H", "H", "H", "H", "H", "H", "H", "H", "H", "H", "H", "H", "H", "H", "H", "H", "H", "H"], "coordinates": [[0.12, 0.13, -1.94], [-3.75, -5.48, -1.99], [-3.26, -3.83, -2.06], [-1.90, -3.55, -2.12], [-1.48, -2.23, -2.16], [-0.12, -1.79, -2.19], [0.99, -2.59, -2.17], [1.03, -3.80, -2.13], [2.27, -1.78, -2.23], [3.49, -2.41, -2.26], [4.64, -1.64, -2.33], [4.52, -0.26, -2.39], [3.26, 0.30, -2.35], [2.15, -0.44, -2.26], [-2.41, -1.19, -2.15], [-3.76, -1.47, -2.10], [-4.18, -2.79, -2.05], [-5.88, -3.11, -1.97], [-1.82, 0.11, -2.20], [-2.50, 1.29, -2.30], [-3.69, 1.46, -2.33], [-1.54, 2.47, -2.38], [-2.04, 3.75, -2.49], [-1.14, 4.81, -2.50], [0.22, 4.55, -2.42], [0.63, 3.23, -2.33], [-0.23, 2.21, -2.31], [-1.18, -4.35, -2.13], [3.51, -3.49, -2.23], [5.62, -2.10, -2.35], [5.39, 0.38, -2.46], [3.12, 1.37, -2.40], [-4.49, -0.67, -2.10], [-3.11, 3.88, -2.54], [-1.50, 5.83, -2.57], [0.95, 5.34, -2.42], [1.68, 2.98, -2.27], [-1.51, 1.19, 3.46], [-1.45, 0.90, 1.96], [-1.71, 2.20, 1.18], [-2.59, -0.05, 1.57], [0.18, 0.15, 1.41], [0.30, 0.33, -0.19], [1.65, 1.11, 2.10], [1.93, 0.82, 3.57], [1.36, 2.62, 1.92], [2.90, 0.83, 1.25], [0.28, -1.67, 1.88], [1.72, -2.16, 1.68], [-0.15, -1.94, 3.33], [-0.58, -2.50, 0.92], [-2.53, 1.52, 3.70], [-0.84, 1.98, 3.77], [-1.31, 0.31, 4.07], [-2.74, 2.51, 1.38], [-1.61, 2.04, 0.11], [-1.06, 3.02, 1.46], [-3.54, 0.49, 1.71], [-2.63, -0.94, 2.19], [-2.54, -0.34, 0.52], [1.07, 0.97, 4.21], [2.72, 1.51, 3.91], [2.31, -0.19, 3.73], [0.61, 2.99, 2.61], [1.06, 2.85, 0.90], [2.29, 3.16, 2.13], [3.31, -0.16, 1.39], [3.67, 1.55, 1.55], [2.69, 0.98, 0.19], [2.41, -1.77, 2.42], [2.09, -1.91, 0.68], [1.72, -3.24, 1.77], [0.39, -1.35, 4.06], [0.05, -2.99, 3.55], [-1.22, -1.79, 3.48], [-0.34, -2.27, -0.11], [-1.65, -2.38, 1.06], [-0.34, -3.56, 1.09]], "lowdin_charge": [1.394, 0.701, -0.670, -0.034, -0.219, -0.073, -0.455, 0.104, -0.183, 0.026, -0.012, -0.028, -0.118, -0.020, -0.206, -0.031, -0.671, 0.700, -0.043, -0.451, 0.105, -0.199, 0.025, -0.014, -0.029, -0.107, -0.026, 0.108, 0.133, 0.123, 0.119, 0.098, 0.106, 0.133, 0.123, 0.117, 0.096, -0.063, -0.589, -0.074, -0.068, 1.005, -0.292, -0.586, -0.061, -0.085, -0.082, -0.586, -0.074, -0.063, -0.071, 0.101, 0.069, 0.067, 0.102, 0.045, 0.063, 0.100, 0.070, 0.070, 0.071, 0.102, 0.070, 0.068, 0.071, 0.095, 0.066, 0.096, 0.046, 0.067, 0.069, 0.100, 0.069, 0.101, 0.070, 0.035, 0.074, 0.108]}



> Number 1 is which compound?

CH2FNO3S



What did the first record say?
{"formula": "CH2FNO3S", "method": "ωB97M-V/def2-TZVPD", "smiles": "NC(=O)S(=O)(=O)F", "orbital_gap_ev": 11.56, "energy_ev": -22253.628, "relative_energy_kj_mol": 68.9, "e_homo_ha": -0.4139, "spin_multiplicity": 1, "elements": ["N", "C", "O", "S", "O", "O", "F", "H", "H"], "coordinates": [[0.12, 0.23, 0.20], [0.60, 1.42, 0.00], [1.60, 2.01, 0.21], [-1.18, 2.20, -0.56], [-1.94, 1.11, -1.18], [-1.45, 3.52, -0.95], [-1.78, 2.05, 0.98], [0.64, -0.39, 0.74], [-0.92, 0.13, 0.06]], "nbo_charge": [-0.801, 0.597, -0.488, 2.112, -0.919, -0.846, -0.526, 0.415, 0.456]}